The following is a DFT calculation (wB97M-V/def2-TZVPD) of one molecule with the formula C2ClF2N.

F_max   3.05 eV/Å
Gap between HOMO and LUMO   12.8157 eV
Structure (SMILES)   N#CC(F)(F)Cl
Lowest unoccupied orbital energy   0.38 eV

Last column: Löwdin charge in e.
Cartesian coordinates (Å):
F1 -0.51916 1.08054 -1.04190  0.097
N1 2.02895 -0.94449 -0.00506  0.182
Cl1 -1.65082 -0.98378 -0.01791  0.721
C1 -0.36904 0.27693 -0.01198  -0.936
C2 1.00344 -0.38100 -0.05420  -0.135
F2 -0.49338 0.95179 1.13104  0.072

The following is a DFT calculation (wB97M-V/def2-TZVPD) of one molecule with the formula CH5N3O.

F_max   6.77 eV/Å
Gap between HOMO and LUMO   9.6319 eV
Structure (SMILES)   N/N=C\NO
Lowest unoccupied orbital energy   1.06 eV

Last column: Löwdin charge in e.
Cartesian coordinates (Å):
N1 0.30633 0.45674 -0.77731  -0.089
C1 -0.01034 -0.90506 -0.27401  -0.161
H1 1.56598 0.96624 -2.04151  0.019
H2 -1.20911 0.03443 2.32574  0.092
H3 0.17194 0.60364 1.77741  0.022
N2 -0.63535 0.23095 1.48731  -0.057
O1 0.77200 0.58609 -2.09306  -0.011
H4 0.15060 -1.85989 -0.88705  0.128
H5 -0.52966 0.95926 -0.44209  0.110
N3 -0.58240 -1.07240 0.92457  -0.054

The following is a DFT calculation (wB97M-V/def2-TZVPD) of one molecule with the formula C18H28N2O3S.

F_max   1.14 eV/Å
Gap between HOMO and LUMO   9.4252 eV
Structure (SMILES)   CN(C)S(=O)(=O)c1cccc(NC(=O)CCCC2CCCCC2)c1
Lowest unoccupied orbital energy   0.52 eV

Last column: Löwdin charge in e.
Cartesian coordinates (Å):
H1 -3.44410 1.74413 -0.63987  0.083
C1 -2.21780 -2.36941 -1.27246  0.007
H2 0.98474 -3.11222 2.32064  0.119
H3 2.72151 0.99751 0.50885  0.147
H4 -7.51162 1.46976 -0.14632  0.078
H5 -5.30791 -1.04649 -1.76257  0.116
C2 5.73041 2.08982 -0.36488  -0.213
O1 -6.51933 -0.38931 0.85007  -0.282
C3 -6.74426 2.21290 -0.34810  -0.104
H6 -0.70193 -1.62507 1.57728  0.143
H7 6.48633 1.39002 -0.72844  0.113
H8 3.56002 -1.86986 -0.10030  0.129
H9 -4.42007 3.02518 -1.38845  0.094
H10 -6.74031 2.95431 0.45907  0.094
C4 -3.42023 -2.09200 -1.90015  -0.051
H11 -6.95351 2.71030 -1.29551  0.092
C5 4.51791 2.04946 -1.28859  -0.206
C6 -1.93750 -1.82477 -0.01961  -0.198
H12 2.13760 -3.60957 1.06930  0.124
C7 0.31718 -2.84054 0.30238  -0.476
H13 -2.71259 -0.54263 1.54952  0.117
H14 6.19618 1.71133 1.70778  0.108
H15 2.06054 -1.14487 -0.66595  0.117
H16 1.40037 -0.70593 1.71245  0.111
C8 4.67966 0.31861 1.06932  -0.174
O2 -4.70132 0.86928 1.93117  -0.292
H17 -3.62202 -2.52604 -2.86730  0.110
H18 3.78745 2.79243 -0.95925  0.113
H19 4.81592 2.30333 -2.30801  0.107
H20 4.39316 0.06956 2.09259  0.106
C9 -4.07061 -0.73021 -0.06288  -0.288
H21 -1.49079 -3.01189 -1.74107  0.102
H22 4.61015 2.43696 1.43645  0.114
C10 -2.88233 -0.99140 0.58204  0.001
S1 -5.28063 0.32025 0.73346  0.671
H23 6.17017 3.08933 -0.36758  0.107
C11 2.80399 -1.11774 0.13446  -0.173
C12 5.32260 1.70283 1.05237  -0.205
H24 2.85648 -1.54125 2.25123  0.108
H25 5.40903 -0.42279 0.73459  0.124
N1 -5.48328 1.51116 -0.44960  -0.345
C13 1.41350 -2.84478 1.35219  -0.110
C14 3.87678 0.66529 -1.26789  -0.177
C15 2.11898 -1.48667 1.44908  -0.194
H26 3.00497 0.65306 -1.92599  0.115
O3 0.39369 -3.44396 -0.74181  0.080
C16 -4.36178 -1.27164 -1.29980  -0.063
C17 -4.32616 2.37122 -0.52224  -0.110
H27 -4.21208 2.97732 0.38389  0.091
H28 4.59008 -0.06973 -1.64781  0.123
C18 3.45773 0.26812 0.14991  -0.341
N2 -0.75496 -2.07274 0.67234  0.134

The following is a DFT calculation (wB97M-V/def2-TZVPD) of a 9-piece molecular cluster, C32H54O27 overall.

F_max   2.88 eV/Å
Gap between HOMO and LUMO   10.3399 eV
Structure (SMILES)   C[C@H]1COC(=O)O1.C[C@H]1COC(=O)O1.C[C@H]1COC(=O)O1.C[C@H]1COC(=O)O1.CCOC(=O)OC.COC(=O)OC.COC(=O)OC.COC(=O)OC.O=C1OCCO1
Lowest unoccupied orbital energy   0.08 eV

Last column: Löwdin charge in e.
Cartesian coordinates (Å):
O1 -1.00681 0.01558 1.09861  0.055
H1 0.77972 -5.87230 -1.18785  0.071
C1 3.66956 -2.50392 4.56703  -0.626
C2 -4.38880 1.75794 -0.69726  -0.046
H2 1.30428 -7.53730 0.43756  0.088
O2 -0.27981 5.99377 -2.26902  0.072
C3 0.00780 3.81870 -1.48261  -0.261
O3 6.57120 0.94746 2.29642  0.086
H3 1.37433 -2.02063 3.51289  0.095
C4 0.31978 -0.05781 0.84779  -0.558
O4 1.21883 0.48655 1.41889  0.133
O5 0.49475 -0.59534 -0.36235  0.069
H4 -8.28798 4.93501 -4.72979  0.090
O6 6.58541 0.61484 4.50673  0.157
H5 0.43274 -9.00235 0.87279  0.096
H6 2.06059 0.63554 -6.69622  0.097
H7 -0.09643 -4.31761 -1.19578  0.073
C5 -1.66425 -1.05271 0.41961  -0.067
O7 2.03437 -2.32468 -3.05076  0.071
H8 0.34813 3.31776 4.82196  0.144
O8 4.68645 1.19046 3.39042  0.084
C6 2.22992 -1.91127 2.84170  -0.042
C7 -1.07507 0.67158 4.91706  -0.010
O9 0.30451 -5.28325 1.34481  0.117
H9 -0.54011 -5.68562 -2.29017  0.093
O10 -6.60650 4.24168 -3.72128  0.012
H10 -1.17832 -3.68068 2.14947  0.077
O11 2.91830 -2.22002 5.45550  0.131
O12 -2.35327 6.34327 -1.46373  0.176
O13 -1.96370 1.97504 3.08776  0.077
C8 -0.65791 -5.99161 1.43957  -0.620
C9 0.99819 -3.19437 -3.42289  -0.123
H11 1.55396 5.29868 -1.87886  0.131
O14 -0.42918 -0.10417 -4.11400  0.106
C10 1.42685 0.51064 -5.82291  -0.042
H12 0.44037 3.66587 -0.49375  0.143
O15 -1.30971 4.35691 -1.25931  0.024
H13 -7.14294 6.17222 -4.40578  0.096
C11 3.42591 2.52777 1.76689  0.001
C12 -7.55278 5.24825 -3.99269  -0.056
O16 3.43531 -2.52666 3.26556  0.031
H14 -8.07561 5.56213 -3.08952  0.098
C13 -0.26190 2.41851 -2.05732  0.017
H15 -1.59280 -1.95853 1.01594  0.093
C14 5.62913 1.36450 1.33864  -0.114
C15 -4.28378 3.14014 -1.34993  -0.184
H16 -3.48129 1.67228 -0.09160  0.053
H17 -1.27685 2.05016 -2.17227  0.073
H18 1.88769 -2.29729 1.88417  0.097
C16 5.45517 -3.02173 6.05422  -0.032
H19 6.49856 -3.27801 5.92124  0.097
H20 -1.13436 -0.37668 -1.61606  0.107
H21 5.71248 0.72924 0.45186  0.137
O17 2.42037 -4.18911 -1.89293  0.073
O18 -0.63774 -7.30894 1.17350  -0.001
O19 -1.89400 -5.61407 1.68301  0.029
C17 2.88023 -2.93850 -2.19890  -0.550
H22 -3.04773 0.79091 -3.58164  0.073
H23 2.74811 2.27927 0.95764  0.067
H24 0.95442 -3.44034 -4.48776  0.132
H25 5.33268 -2.00156 6.44397  0.099
C18 4.26781 1.23978 2.02735  -0.295
H26 3.80573 0.34008 1.62501  0.134
C19 1.31784 -4.52864 -2.74772  -0.289
H27 -4.31752 4.00049 -0.68685  0.128
C20 -1.54231 2.99138 2.32237  -0.567
H28 -3.35353 3.18982 -1.91753  0.102
C21 -3.10314 0.51093 -4.63573  -0.013
O20 3.80951 -2.40065 -1.70419  0.175
H29 2.87816 2.56473 2.71243  0.073
O21 -1.96312 1.01386 -5.31361  0.019
O22 -1.89197 3.15081 1.18881  0.158
H30 4.09810 3.37521 1.71032  0.084
C22 0.64982 4.90187 -2.34082  -0.063
C23 -0.76617 -1.05693 -0.85273  -0.087
C24 0.60378 -7.96608 1.15737  -0.054
O23 4.91860 -2.93574 4.73856  -0.010
H31 2.40998 -0.84388 2.77404  0.063
H32 0.02768 -2.74614 -3.20077  0.112
H33 -0.37764 0.76859 5.74970  0.098
C25 -1.41365 5.64718 -1.65838  -0.570
H34 5.79795 2.35937 0.91803  0.124
H35 -5.24010 1.66957 -0.02955  0.084
C26 -0.04363 2.79530 3.94786  -0.106
C27 0.27107 -5.13776 -1.81132  -0.001
C28 -5.81075 4.37333 -2.68710  -0.618
C29 6.00097 0.91143 3.50745  -0.557
H36 1.73992 -5.20797 -3.49201  0.151
H37 -0.61819 0.06453 4.13157  0.077
H38 -3.99398 0.93886 -5.08047  0.103
H39 0.28176 1.72469 -1.41613  0.075
H40 0.73783 2.13323 3.56708  0.121
H41 -1.99119 0.13433 5.15343  0.087
H42 0.89988 4.67054 -3.37508  0.130
C30 -0.75912 0.55372 -5.06447  -0.632
H43 4.85076 -3.61776 6.73987  0.095
H44 1.54115 -0.52130 -5.48924  0.087
H45 -2.47078 -4.34008 3.11006  0.105
H46 -2.85727 -3.79362 1.47886  0.094
O24 0.07986 0.88353 -6.04566  0.022
H47 0.20117 2.40327 -3.04849  0.076
H48 1.84750 1.13118 -5.02829  0.099
C31 -1.29572 2.06719 4.38253  -0.294
H49 -1.87895 2.65512 5.09446  0.157
H50 -0.70118 -2.07561 -1.23162  0.107
H51 1.06239 -7.96582 2.14842  0.104
O25 -5.65991 5.40822 -2.07885  0.128
O26 -5.29895 3.18777 -2.37948  0.029
O27 -0.52750 3.62655 2.91124  0.088
H52 -4.27516 1.05946 -1.52595  0.061
H53 -2.66961 -0.88754 0.03929  0.132
H54 -3.10696 -0.57873 -4.69067  0.102
C32 -2.09170 -4.26724 2.08833  -0.035

The following is a DFT calculation (wB97M-V/def2-TZVPD) of C40H27LuN8O9SSb as an isolated structure.

Total charge   -1
F_max   3.88 eV/Å
Gap between HOMO and LUMO   7.4765 eV
Lowest unoccupied orbital energy   1.33 eV

Last column: Löwdin charge in e.
Cartesian coordinates (Å):
N1 -6.42710 -0.40061 3.12203  0.068
C1 4.19231 -1.63635 -3.12865  -0.108
O1 2.88861 1.96197 -4.78563  0.015
C2 3.07407 4.64136 5.08083  -0.072
H1 5.93322 -1.33168 -4.24523  0.095
C3 -0.93869 1.61154 4.70861  -0.104
N2 -0.47911 -6.49129 -1.80938  -0.368
H2 -0.62487 -1.30925 2.88927  0.103
H3 3.76175 -2.53972 3.77084  0.088
O2 -2.15081 -1.14698 -1.89916  -0.213
C4 -0.26807 -2.04434 0.29293  -0.574
C5 -3.75306 3.08792 -4.45295  -0.058
C6 4.08699 -2.18430 1.72877  -0.031
N3 -3.03866 -2.74757 -3.95137  -0.347
H4 -6.60294 1.89668 -3.03909  0.132
O3 0.39855 -2.63804 1.08114  0.071
S1 0.23170 2.37971 0.31926  0.047
H5 3.65868 5.37632 5.68056  0.108
C7 -3.67762 0.97004 1.69223  -0.374
N4 0.69395 1.70322 -3.40884  0.042
H6 -0.96525 3.19560 -4.69751  0.148
C8 -0.51228 0.70934 3.75427  -0.357
N5 -4.47702 1.02240 2.67685  0.052
O4 0.21458 -6.91760 -0.93866  0.091
N6 -3.20361 1.51993 -2.77152  0.054
H7 4.52069 -2.58556 -2.68782  0.105
H8 3.57027 2.82664 6.25368  0.080
H9 2.31445 -1.49753 -1.97384  0.106
C9 3.06768 3.25437 5.43341  -0.069
C10 -5.06850 2.90538 -4.26735  -0.094
C11 1.64449 4.10452 3.16571  -0.123
C12 -1.79335 -1.06261 4.68286  -0.067
H10 -2.76636 -0.50042 6.56595  0.107
H11 4.73653 -2.95211 1.54234  0.073
C13 -0.37734 -4.16843 -1.00066  0.029
H12 0.40042 -4.44052 -0.23909  0.151
C14 -2.16144 -0.19974 5.70778  -0.099
C15 2.81554 -0.33250 0.78013  -0.120
C16 3.31878 0.78130 -4.26287  -0.273
C17 -1.65511 -4.60336 -2.93234  0.066
C18 2.29877 5.04034 3.99017  -0.089
H13 2.27227 6.07154 3.83735  0.077
C19 -5.51477 2.00506 -3.33472  -0.035
C20 2.54475 0.14975 -3.27776  -0.071
C21 1.14553 0.56810 -2.86477  -0.420
C22 -2.85139 2.44063 -3.68558  -0.253
H14 -2.19161 1.83404 6.45739  0.102
O5 0.56640 -0.03902 -1.92027  -0.184
H15 -5.76965 3.34572 -4.95864  0.112
C23 -0.99410 -0.58822 3.66002  -0.114
C24 -1.62459 -2.31674 -1.94077  -0.285
C25 4.91719 -1.01018 -4.06388  -0.114
C26 -0.75279 -2.84972 -0.92170  -0.024
H16 -2.19315 -2.07562 4.74932  0.114
H17 2.52828 1.24322 4.77564  0.090
C27 -2.02878 -3.25750 -2.93323  -0.034
H18 -0.65005 2.68354 4.81586  0.117
C28 3.50878 -1.93453 2.96036  -0.091
O6 -4.11258 -3.29142 -4.11770  0.079
C29 3.69482 -1.37670 0.62329  -0.045
C30 2.59721 -0.94561 3.10025  -0.130
C31 -0.83065 -5.04396 -1.92027  -0.151
Sb1 0.80772 1.32487 2.24926  1.310
H19 1.05870 4.54008 2.37350  0.078
H20 2.61351 0.32186 -0.03756  0.083
Lu1 -1.40589 0.59029 -1.03620  1.469
H21 -3.46528 3.85404 -5.19776  0.132
N7 -0.65853 1.89011 -3.05760  -0.060
H22 2.07080 -0.73108 4.09903  0.122
C32 -1.36804 2.58023 -3.83187  -0.069
C33 2.20212 -0.18576 1.99680  -0.353
C34 4.54979 0.23893 -4.68151  0.010
H23 4.21394 -1.47709 -0.29507  0.076
O7 -0.72585 -0.81665 0.43879  -0.275
C35 -1.83830 1.13566 5.70352  -0.081
H24 2.04791 2.22743 -4.29069  0.068
N8 -3.06009 0.96680 0.68713  0.023
O8 -1.03604 -7.15637 -2.66256  0.045
C36 2.98347 -1.01520 -2.66743  -0.016
O9 -2.60299 -1.77018 -4.51960  0.080
C37 1.85048 2.75363 3.40216  -0.362
H25 5.05846 0.66447 -5.53368  0.103
H26 -2.18649 -5.24468 -3.62146  0.129
C38 -5.44559 0.15024 2.88275  -0.428
H27 -4.79379 0.60026 -1.83589  0.126
C39 2.49118 2.32380 4.56192  -0.123
C40 -4.50314 1.36395 -2.59380  -0.115

The following is a DFT calculation (wB97M-V/def2-TZVPD) of a 2-piece molecular cluster, C9H16NO5 overall.

Total charge   -1
F_max   9.22 eV/Å
Gap between HOMO and LUMO   5.8451 eV
Lowest unoccupied orbital energy   2.63 eV

Last column: Löwdin charge in e.
Cartesian coordinates (Å):
H1 -0.29009 1.69623 0.98209  0.117
C1 -2.08604 2.90791 1.23106  -0.184
C2 -1.34618 1.58817 1.24416  -0.206
H2 1.33954 -2.52359 1.55100  0.116
C3 -3.48736 2.48033 0.87862  -0.190
O1 3.25631 -1.66738 0.98065  -0.122
C4 2.18541 -2.64134 0.72722  -0.213
H3 -4.03550 0.59775 -0.07541  0.116
N1 0.24285 -0.57941 -1.94350  -0.010
H4 0.13354 0.32064 -1.39483  0.058
O2 1.77124 -0.93251 -4.25941  -0.325
H5 -1.41537 1.10453 2.22464  0.114
C5 2.73184 -0.52538 1.79240  -0.129
H6 -2.01606 3.44525 2.18019  0.113
O3 3.78842 -1.51950 -3.01713  -0.197
H7 2.63879 -3.73784 0.85757  0.132
O4 -1.99674 0.73739 0.29014  -0.150
H8 -4.09723 3.28060 0.45183  0.112
H9 2.01402 -0.65302 2.71995  0.155
C6 -3.23800 1.34622 -0.09157  -0.205
H10 2.05166 -3.45733 -1.40002  0.129
H11 0.39046 -2.93053 -0.64595  0.115
C7 2.47197 -1.23118 -2.96890  -0.419
O5 3.04531 0.75078 1.43535  -0.079
C8 1.61863 -1.14351 -1.53304  -0.262
H12 -3.99554 2.10169 1.77330  0.113
H13 2.13365 -0.28607 -0.92347  0.130
H14 -1.68506 3.55338 0.44054  0.120
H15 -3.12731 1.71672 -1.11618  0.122
C9 1.52753 -2.59049 -0.77123  -0.118
H16 -0.52473 -1.20855 -1.62005  0.048

Across the entries above, energy relative to the best compared isomer or geometry (same formula, charge and spin) takes the values 0.101; 3.705; 0.577; 1.129; 0.517; 7.950 eV, respectively.